Entry from OMol25: a 2-piece molecular cluster, C4H15N2O overall (the ωB97M-V functional and the def2-TZVPD basis).

XYZ file:
```
22
Properties=species:S:1:pos:R:3:nbo_charge:R:1
C -0.79569 1.34200 -0.59650 -0.275
N -2.10002 0.57100 -0.50978 -0.863
C 0.00134 0.98333 0.64063 0.014
N -0.09820 -0.63016 0.64726 -0.728
C 2.08758 0.64164 1.98166 -0.662
C 1.48924 1.25890 0.72935 -0.462
H -0.34937 1.02520 -1.54516 0.217
H -1.10159 2.38599 -0.55141 0.236
H -2.46936 0.45061 -1.45222 0.382
H -2.77142 1.24758 -0.14989 0.375
H -0.52507 1.08206 1.58976 0.232
H -1.05300 -1.00718 0.66209 0.470
H 0.57878 -1.21477 1.12444 0.443
H 0.03414 -0.80395 -0.35950 0.425
H 1.47983 0.87308 2.90439 0.223
H 2.37239 -0.42083 2.06731 0.214
H 2.92624 1.15563 2.46245 0.262
H 2.09164 0.88588 -0.10176 0.234
H 1.65546 2.32478 0.92815 0.261
H 0.13533 -3.03678 -3.12453 0.473
H -1.04767 -3.84988 -2.76008 0.482
O -0.38336 -3.27708 -2.34043 -0.954
```

For the total energy, the calculation gives -345.881865 a.u. The calculation puts the molecular weight at 107.2 g mol⁻¹. As for the charge: +1. As for the HOMO energy: -0.53007 Ha. The energy relative to the best compared isomer or geometry (same formula, charge and spin) is 1.737 eV. For the frontier orbital gap, the calculation gives 11.581 eV.

***

Entry from OMol25: C4H15N2O as an isolated structure (the ωB97M-V functional and the def2-TZVPD basis).

XYZ file:
```
22
Properties=species:S:1:pos:R:3:nbo_charge:R:1
C -0.91952 -1.02147 1.61034 -0.231
C -0.48271 0.44449 1.80683 -0.420
C 0.03004 1.16002 0.52921 -0.427
C 1.36827 0.58004 0.06461 -0.232
N 1.12619 -0.64065 -0.72760 -0.828
N -0.95540 -1.34216 0.14971 -0.726
H -0.18216 -1.63807 2.08003 0.220
H -1.90880 -1.20191 2.00815 0.227
H 0.34111 0.48411 2.51069 0.221
H -1.24888 1.02916 2.27399 0.232
H -0.76736 1.12700 -0.23108 0.196
H 0.05293 2.19126 0.85724 0.248
H 1.93353 0.21219 0.93278 0.207
H 1.86558 1.40189 -0.44897 0.213
H 0.74851 -0.36467 -1.65098 0.419
H 2.04572 -1.02484 -0.96573 0.404
H 0.04021 -1.19351 -0.23853 0.420
H -1.62492 -0.74248 -0.32203 0.417
H -1.10791 -2.35192 -0.04647 0.425
H -0.34997 0.58092 -4.04741 0.498
H 0.16354 1.61727 -3.03504 0.489
O -0.16798 0.69334 -3.10974 -0.973
```

For the total energy, the calculation gives -345.910189 a.u. The calculation puts the molecular weight at 107.2 g mol⁻¹. As for the charge: +1. As for the HOMO energy: -0.53225 Ha. The energy relative to the best compared isomer or geometry (same formula, charge and spin) is 0.967 eV. For the frontier orbital gap, the calculation gives 11.726 eV.

***

Entry from OMol25: a 2-piece molecular cluster, C4H15N2O overall (the ωB97M-V functional and the def2-TZVPD basis).

XYZ file:
```
22
Properties=species:S:1:pos:R:3:nbo_charge:R:1
C 0.86967 -0.05920 -0.77139 -0.223
C -0.41805 -0.70211 -1.22548 -0.428
C -1.63010 0.13969 -0.62454 -0.418
C -2.31204 -0.69630 0.47576 -0.221
N -1.35341 -0.82741 1.62794 -0.884
N 0.79163 0.43199 0.66389 -0.722
H 0.94505 0.90698 -1.28140 0.208
H 1.79661 -0.57321 -1.00706 0.248
H -0.59071 -0.66605 -2.29464 0.254
H -0.61505 -1.69849 -0.84374 0.212
H -2.36592 0.17834 -1.42901 0.239
H -1.44227 1.15589 -0.28480 0.190
H -3.19887 -0.15637 0.76745 0.217
H -2.54171 -1.71637 0.17434 0.201
H -1.83448 -0.74370 2.52167 0.400
H -1.02397 -1.79213 1.63075 0.375
H 0.18829 -0.21695 1.22434 0.458
H 1.72174 0.39737 1.07931 0.456
H 0.24203 1.28249 0.64499 0.435
H 4.95450 1.69591 0.00306 0.491
H 3.78820 2.17608 -0.84097 0.476
O 4.02885 1.48354 -0.21049 -0.965
```

For the total energy, the calculation gives -345.904666 a.u. The calculation puts the molecular weight at 107.2 g mol⁻¹. As for the charge: +1. As for the HOMO energy: -0.52505 Ha. The energy relative to the best compared isomer or geometry (same formula, charge and spin) is 1.117 eV. For the frontier orbital gap, the calculation gives 11.471 eV.

***

Entry from OMol25: C4H15N2O as an isolated structure (the ωB97M-V functional and the def2-TZVPD basis).

XYZ file:
```
22
Properties=species:S:1:pos:R:3:nbo_charge:R:1
N -1.49272 -1.87825 -0.19949 -0.789
C -0.71732 -1.61426 1.00974 -0.227
C -0.48120 -0.09576 1.20948 -0.324
N 0.27766 0.31552 0.04904 0.024
C 0.47804 1.72647 -0.02143 -0.317
C 1.56264 2.10388 -1.01738 -0.624
H -0.88921 -1.71788 -0.99681 0.357
H -3.47602 -1.08544 -2.79517 -0.004
H -1.64248 -2.87497 -0.17818 0.381
H -1.25425 -2.00279 1.87275 0.229
H 0.28357 -2.05094 0.94897 0.205
H 0.15658 -0.02998 2.11200 0.343
H -1.32211 0.59716 1.30715 0.272
H 1.40442 -0.12975 0.35004 0.395
H 0.61797 2.17480 0.97067 0.270
H -0.46766 2.14330 -0.42330 0.330
H 2.53477 1.65087 -0.82217 0.234
H 1.22454 1.66988 -1.96202 0.234
H 1.64683 3.17427 -1.17104 0.259
H -3.70897 -1.11328 -2.09135 0.004
H 3.09723 -0.47101 0.78727 0.510
O 2.16767 -0.49185 1.06124 -0.762
```

For the total energy, the calculation gives -345.669934 a.u. The calculation puts the molecular weight at 107.2 g mol⁻¹. As for the charge: +1. As for the HOMO energy: -0.50554 Ha. The energy relative to the best compared isomer or geometry (same formula, charge and spin) is 7.504 eV. For the frontier orbital gap, the calculation gives 4.839 eV.

***

Entry from OMol25: a 3-piece molecular cluster, C4H15N2O2 overall (the ωB97M-V functional and the def2-TZVPD basis).

XYZ file:
```
23
Properties=species:S:1:pos:R:3:nbo_charge:R:1
C -0.69627 -2.05973 -0.36959 -0.628
C -0.90454 -0.90270 -1.34987 -0.418
C -1.95732 0.09465 -0.92267 -0.220
N -1.61851 0.75438 0.34880 -0.509
C -0.69415 1.66351 0.46213 0.428
N -0.39872 2.22393 1.61087 -0.716
H -0.01904 -1.78900 0.42900 0.220
H -1.64575 -2.43859 0.02501 0.207
H -0.34683 -2.93709 -0.91916 0.237
H 0.06615 -0.39921 -1.46319 0.204
H -1.08579 -1.23833 -2.36766 0.234
H -2.11203 0.88445 -1.64079 0.218
H -2.88673 -0.44322 -0.80673 0.228
H -2.05368 0.42262 1.19474 0.416
H -0.13510 1.95847 -0.41084 0.242
H 0.23251 3.00376 1.67154 0.430
H -0.94885 2.09278 2.45033 0.416
H 2.10018 -0.22464 -0.00098 0.511
H 2.59234 0.90715 0.91420 0.483
O 1.78387 0.54769 0.51705 -1.003
H 3.38358 -2.45636 0.12641 0.497
H 3.41501 -1.85925 -1.27528 0.491
O 3.00901 -1.73672 -0.39840 -0.967
```

For the total energy, the calculation gives -421.185106 a.u. The calculation puts the molecular weight at 123.2 g mol⁻¹. As for the charge: +1. As for the HOMO energy: -0.53291 Ha. The energy relative to the best compared isomer or geometry (same formula, charge and spin) is 0.227 eV. For the frontier orbital gap, the calculation gives 11.730 eV.

***

Entry from OMol25: a 3-piece molecular cluster, C4H15N2O2 overall (the ωB97M-V functional and the def2-TZVPD basis).

XYZ file:
```
23
Properties=species:S:1:pos:R:3:nbo_charge:R:1
C -1.05744 0.72855 -2.35354 -0.605
C 0.37226 0.35696 -1.89156 -0.435
C 1.13665 1.48744 -1.21506 -0.229
N 1.19376 1.47975 0.27208 -0.502
C 1.10802 0.36428 0.94370 0.391
N 1.31019 0.26955 2.24488 -0.724
H -1.65143 1.17916 -1.54698 0.205
H -1.11040 1.38958 -3.19698 0.220
H -1.56571 -0.21383 -2.54420 0.226
H 0.17677 -0.56322 -1.35124 0.215
H 0.95767 0.12590 -2.78487 0.237
H 2.14013 1.64234 -1.61986 0.224
H 0.57238 2.36942 -1.55578 0.228
H 1.46454 2.30265 0.78729 0.421
H 0.90288 -0.58437 0.47678 0.238
H 1.10643 -0.63688 2.65371 0.459
H 1.34763 1.07600 2.86343 0.416
H -0.90361 -2.40452 1.99250 0.491
H 0.15092 -3.21702 2.55203 0.485
O -0.15278 -2.31091 2.57776 -0.976
H -2.91929 -2.21101 0.60688 0.492
H -2.40386 -1.07034 1.44005 0.475
O -2.17570 -1.55947 0.64897 -0.953
```

For the total energy, the calculation gives -421.172549 a.u. The calculation puts the molecular weight at 123.2 g mol⁻¹. As for the charge: +1. As for the HOMO energy: -0.53490 Ha. The energy relative to the best compared isomer or geometry (same formula, charge and spin) is 0.569 eV. For the frontier orbital gap, the calculation gives 11.621 eV.